14 unconnected molecules or ions with the total composition C66H174N14O19, computed with ωB97M-V/def2-TZVPD.

Positions of all 273 atoms, in Å:
C  0.28663  -7.13780  -2.26266
C  1.52697  -6.30517  -2.50694
C  1.22304  -4.78280  -2.34704
O  0.72558  -4.57459  -1.02544
C  0.59257  -3.21721  -0.73270
N  2.66139  -6.72016  -1.67896
H  -0.02757  -6.89035  -1.29537
H  0.38995  -8.21538  -2.51759
H  -0.50370  -6.67308  -2.91313
H  1.81780  -6.36237  -3.58122
H  0.45006  -4.43953  -3.10263
H  2.09474  -4.13603  -2.51440
H  -0.27507  -2.74805  -1.30763
H  1.54915  -2.69328  -0.93551
H  0.48149  -3.12647  0.37536
H  2.42762  -6.75306  -0.66944
H  2.97743  -7.59935  -2.00019
C  -6.35044  -5.40657  -2.06195
C  -5.28527  -5.08829  -3.06963
C  -3.94050  -5.00406  -2.39235
O  -3.92975  -3.94396  -1.46233
C  -2.75472  -3.96073  -0.75966
N  -5.19186  -6.02095  -4.20249
H  -7.38703  -5.19301  -2.38162
H  -6.11792  -4.90928  -1.17434
H  -6.43195  -6.44830  -1.78633
H  -5.50743  -4.07564  -3.49973
H  -3.14672  -4.79236  -3.07913
H  -3.75320  -6.00388  -1.86815
H  -2.53858  -4.91032  -0.15550
H  -2.86644  -3.22253  0.01078
H  -1.91553  -3.64646  -1.38581
H  -5.18198  -6.95521  -3.84645
H  -5.99299  -5.89622  -4.78654
C  -3.41592  0.43063  -0.29265
C  -4.88641  0.63225  0.01191
C  -5.67864  1.31681  -1.03886
O  -5.42142  2.71804  -1.01833
C  -5.77548  3.41158  -2.21379
N  -5.59880  -0.61380  0.30390
H  -2.95579  1.29390  -0.73376
H  -3.19543  -0.43828  -1.00739
H  -2.87375  0.24226  0.67226
H  -5.01523  1.17325  0.92259
H  -6.76425  1.16774  -0.94271
H  -5.43193  0.92204  -2.05655
H  -5.02644  3.23489  -2.98267
H  -5.83419  4.46522  -2.05485
H  -6.75655  3.02032  -2.60293
H  -5.30483  -1.25106  1.03672
H  -5.48243  -1.19086  -0.53946
C  4.30779  -5.71671  1.58073
C  3.48474  -4.53692  1.03865
C  3.77325  -3.27907  1.82064
O  3.33400  -3.57628  3.14098
C  3.75600  -2.66567  4.03003
N  3.90382  -4.29817  -0.31320
H  5.34600  -5.39826  1.52471
H  4.09701  -6.64647  1.06791
H  4.18565  -6.00373  2.66373
H  2.39635  -4.77361  1.07121
H  3.20635  -2.41484  1.43202
H  4.85784  -3.11104  1.88847
H  3.10376  -1.82799  4.11561
H  4.76545  -2.31235  3.76905
H  3.80669  -3.17149  4.96537
H  3.69235  -5.08545  -0.94541
H  4.89183  -4.23832  -0.28738
C  1.69160  1.95838  -0.08097
C  0.80315  0.82762  -0.60755
C  0.06418  0.13682  0.47330
O  0.93734  -0.49325  1.38388
C  0.35625  -1.27218  2.42241
N  -0.17343  1.11675  -1.68118
H  1.08024  2.81456  0.32983
H  2.35404  2.31669  -0.87125
H  2.40779  1.60010  0.66618
H  1.53319  0.14173  -1.07665
H  -0.59467  -0.61768  0.08794
H  -0.52926  0.87498  1.03139
H  0.04061  -0.55675  3.19634
H  1.16447  -1.90863  2.78331
H  -0.51311  -1.78078  1.97830
H  -0.64455  1.98559  -1.60881
H  0.34392  0.99576  -2.58824
C  2.50830  7.57951  -2.12409
C  2.77637  6.26036  -1.43455
C  2.39604  6.29477  0.01059
O  2.69353  5.03132  0.59618
C  2.29709  5.03365  1.92978
N  1.94979  5.22310  -2.15216
H  2.83684  7.61440  -3.16764
H  3.15841  8.37636  -1.72159
H  1.48317  7.87776  -2.18251
H  3.88477  6.06878  -1.47267
H  1.36394  6.51119  0.09793
H  2.87528  7.12247  0.49031
H  1.25160  4.97936  2.12313
H  2.66149  5.85402  2.56242
H  2.65396  4.08396  2.29980
H  2.27893  4.95432  -3.05127
H  1.94898  4.31037  -1.67511
C  -1.74472  -0.33043  9.40938
C  -2.33381  -1.02716  8.10803
C  -1.20644  -1.62020  7.32250
O  -1.71180  -2.38515  6.23283
C  -0.69213  -2.80699  5.27630
N  -3.35558  -2.00564  8.59214
H  -1.09624  0.50327  9.19831
H  -1.15667  -0.98519  10.07039
H  -2.61473  0.06000  9.93829
H  -2.95066  -0.34407  7.44791
H  -0.46603  -2.20415  7.92551
H  -0.61437  -0.78241  6.97551
H  -0.04874  -3.62335  5.71870
H  0.01786  -1.93425  5.05949
H  -1.22847  -3.16466  4.43749
H  -2.86381  -2.84478  8.90887
H  -3.86603  -2.38975  7.82304
C  -5.41641  -1.29513  4.03737
C  -5.16628  -2.80268  4.21076
C  -4.34865  -3.45031  3.22284
O  -4.72056  -3.24586  1.85298
C  -6.00243  -3.70654  1.48343
N  -4.55526  -3.07298  5.51425
H  -5.88518  -1.13266  3.07987
H  -4.45842  -0.76900  4.01683
H  -6.11806  -0.91413  4.83674
H  -6.15308  -3.24404  4.21003
H  -4.30940  -4.51434  3.37238
H  -3.31759  -2.99577  3.29234
H  -6.18651  -4.69993  1.87944
H  -6.06113  -3.69676  0.40784
H  -6.82466  -3.00470  1.81551
H  -3.64088  -2.68852  5.63200
H  -4.38412  -4.04365  5.71219
C  -3.86912  1.38341  -6.07949
C  -3.00305  1.21437  -4.79794
C  -3.19173  -0.27042  -4.27800
O  -2.59998  -1.19151  -5.16422
C  -2.59009  -2.50820  -4.63432
N  -1.58714  1.63454  -5.01858
H  -3.44843  0.75527  -6.84668
H  -3.80732  2.40313  -6.50535
H  -4.85382  0.92058  -6.07029
H  -3.36273  1.96900  -4.04111
H  -4.27721  -0.43877  -4.15845
H  -2.73876  -0.36431  -3.27759
H  -3.62387  -2.86572  -4.55445
H  -2.12805  -2.58464  -3.66907
H  -2.08274  -3.19042  -5.32898
H  -1.26738  1.10286  -5.79625
H  -1.02485  1.21580  -4.28850
C  -4.88334  6.92105  0.72525
O  -3.49483  6.74217  0.52134
C  -3.18300  5.61167  -0.28397
C  -1.83870  5.96543  -0.93166
N  -1.34174  4.80503  -1.63942
C  -2.16241  4.26515  -2.72670
C  -2.70499  5.24088  -3.75394
O  -3.81895  5.99184  -3.22288
C  -4.09744  7.14424  -3.92253
H  -4.99341  7.79265  1.35154
H  -5.40444  6.05385  1.10219
H  -5.29191  7.21971  -0.27793
H  -4.00534  5.43546  -1.00893
H  -3.05815  4.71381  0.30563
H  -1.16121  6.11631  -0.10198
H  -1.96340  6.85465  -1.57798
H  -0.39997  4.91160  -1.97670
H  -2.94480  3.59443  -2.34534
H  -1.50333  3.61061  -3.35943
H  -3.10467  4.66755  -4.59390
H  -2.16233  6.11267  -4.09001
H  -5.04761  7.58449  -3.59661
H  -4.31789  6.97994  -5.00872
H  -3.27406  7.82287  -3.85374
C  2.52312  -0.55815  -3.84171
O  1.83037  0.56719  -4.28846
C  2.52097  1.67075  -4.64320
C  1.65239  2.71743  -5.26890
N  2.56718  3.85445  -5.44575
C  1.99084  4.96941  -6.11115
C  3.02685  6.06401  -6.31364
O  4.03660  5.55558  -7.20259
C  5.07258  6.46002  -7.30221
H  3.10040  -0.91456  -4.63680
H  1.78462  -1.30822  -3.40267
H  3.16967  -0.25666  -3.00217
H  3.29420  1.32732  -5.39509
H  3.03766  2.09249  -3.79426
H  0.84563  3.02964  -4.61448
H  1.18840  2.34635  -6.21019
H  3.39593  3.61094  -5.96265
H  1.12775  5.46099  -5.58075
H  1.72781  4.73139  -7.18066
H  3.45275  6.43393  -5.39918
H  2.56696  6.93549  -6.75880
H  5.56095  6.75668  -6.33833
H  4.60128  7.39567  -7.75102
H  5.82189  6.02304  -7.95213
C  5.06804  0.53029  -0.60228
O  4.95195  1.41631  -1.64291
C  5.57185  2.65745  -1.31750
C  5.64305  3.68134  -2.46093
N  6.09321  3.04435  -3.68179
C  6.18936  3.93915  -4.82419
C  6.51643  3.14460  -6.09035
O  5.48059  2.22930  -6.31989
C  5.79645  1.45965  -7.49473
H  4.48893  0.94564  0.30020
H  6.03450  0.19034  -0.29488
H  4.50465  -0.32354  -0.94439
H  6.56830  2.50358  -0.93972
H  4.95217  3.02789  -0.50832
H  6.29697  4.48135  -2.17082
H  4.62524  4.18985  -2.56224
H  5.42423  2.29159  -4.00128
H  6.99034  4.70623  -4.62389
H  5.20252  4.47488  -4.92447
H  7.46967  2.65623  -5.94295
H  6.59366  3.74420  -6.93994
H  4.83586  1.07795  -7.88273
H  6.42709  0.62663  -7.13049
H  6.29246  1.98573  -8.24962
C  -3.89579  3.61634  3.69878
O  -2.64225  3.20194  4.10880
C  -1.83143  2.67437  2.99415
C  -0.41108  2.52122  3.57018
N  -0.44359  1.41583  4.59829
C  0.71298  1.58632  5.41630
C  1.91879  0.91548  4.69174
O  2.42129  1.77294  3.62935
C  3.51581  1.08944  2.97019
H  -4.52620  3.68522  4.60808
H  -4.31372  2.91348  2.98127
H  -3.82667  4.60925  3.30556
H  -1.75397  3.45606  2.24582
H  -2.30828  1.87530  2.52878
H  -0.15497  3.50008  3.94907
H  0.30587  2.27547  2.81725
H  -1.32257  1.50478  5.11692
H  0.64278  1.10901  6.44833
H  1.00042  2.64669  5.63816
H  1.69873  -0.05923  4.26914
H  2.69369  0.82369  5.47698
H  3.96113  1.82687  2.27262
H  3.15643  0.32772  2.23802
H  4.29405  0.58752  3.58262
C  5.75211  -6.07313  4.85761
O  4.73139  -5.47064  5.54951
C  4.41840  -6.04823  6.77861
C  3.13880  -5.45993  7.36948
N  1.91672  -5.93334  6.81029
C  1.61767  -5.93470  5.40922
C  0.20691  -6.40738  5.08663
O  0.09059  -6.66294  3.67232
C  0.09741  -5.59834  2.84623
H  5.89051  -5.45631  3.98103
H  5.45650  -7.05396  4.56442
H  6.59842  -6.19994  5.49187
H  5.18818  -5.92356  7.51907
H  4.39406  -7.13221  6.61534
H  3.23881  -4.37030  7.25687
H  3.17488  -5.61626  8.46744
H  1.66780  -6.88928  7.09746
H  2.32668  -6.65684  4.97987
H  1.83523  -4.96020  4.94104
H  -0.56166  -5.71949  5.38051
H  -0.09713  -7.33768  5.51922
H  -0.13142  -5.82097  1.79881
H  1.03325  -5.05863  2.88594
H  -0.63223  -4.86027  3.28947

Cartesian forces, eV/Å:
-0.631 0.712 -2.450
0.306 1.022 -0.834
-0.823 -0.370 0.049
0.198 -0.469 -0.563
0.017 1.009 0.551
-0.346 1.327 0.627
-0.549 -0.428 1.732
-0.010 0.773 0.492
0.389 -0.765 0.330
0.126 -0.301 0.646
0.516 -0.527 0.622
0.173 -0.377 0.120
1.182 -0.315 0.795
-0.445 -0.017 -0.219
-0.405 -0.018 -0.871
-0.036 -0.200 -1.032
0.412 -1.066 0.015
-1.472 -0.751 -0.760
-0.124 0.785 -1.101
-0.263 -0.876 0.825
-1.284 -0.818 -0.342
1.136 -0.103 1.796
0.540 0.879 0.404
0.534 0.406 -0.027
0.001 1.031 1.424
0.547 -0.667 -0.112
0.249 -0.714 0.295
0.528 -0.348 -0.829
0.029 1.064 -0.498
-0.243 0.759 -1.239
0.054 0.624 0.448
0.099 -0.554 -0.038
-0.108 -0.657 0.037
-0.446 -0.183 -0.373
0.816 -1.209 0.214
-0.146 -1.471 1.057
-0.597 1.023 -2.021
0.277 0.500 0.002
-0.799 -1.875 -0.171
-0.541 -1.209 -1.543
0.197 0.658 -0.244
-0.549 1.018 1.017
-0.372 -0.066 -0.888
0.237 1.002 0.633
0.223 -0.172 0.368
0.123 0.036 0.450
0.120 -0.074 -0.247
-0.038 0.617 0.432
0.662 0.463 0.301
0.741 0.715 0.245
-0.327 0.024 0.324
-0.414 -0.126 2.062
-0.219 -0.922 0.082
-1.055 -0.732 0.752
-0.709 -1.320 -1.873
1.373 0.833 1.196
-1.019 0.061 -1.393
0.359 -0.383 -0.384
0.266 -0.034 -0.607
-0.390 0.690 -0.891
0.645 0.313 -0.063
0.465 -0.108 -0.117
-0.056 0.295 -0.423
-0.616 1.053 0.026
-0.012 0.167 0.248
0.146 -0.163 1.064
-0.002 0.413 0.468
1.210 0.247 -0.243
-0.551 0.864 0.060
0.928 0.003 -1.054
-0.267 -0.339 1.792
1.393 -0.099 -0.263
-0.267 1.513 -0.873
1.796 -1.351 -1.079
0.685 -0.784 -0.350
-0.255 0.243 -0.252
-0.586 -0.043 0.160
-0.435 -0.242 0.300
-0.603 -0.344 -0.536
-0.284 0.094 -0.120
-0.314 -0.540 0.079
-0.347 -0.371 0.046
0.153 -0.446 0.559
-0.204 1.098 0.044
-0.953 0.670 1.085
1.562 0.890 -0.532
0.126 -0.977 -1.537
0.282 -0.907 -0.680
-0.106 1.471 -0.352
0.803 -1.130 1.056
-0.042 -0.361 1.656
0.016 -0.691 -0.103
-0.570 -0.115 0.388
-0.753 0.112 0.522
-0.804 -0.090 -0.105
-1.547 0.004 0.062
0.874 0.421 0.602
-1.390 0.225 -0.492
0.407 0.041 -0.412
0.340 -0.173 0.590
0.678 0.388 -1.143
0.075 0.731 0.350
-0.946 -0.135 -0.980
-1.029 -0.136 1.510
0.718 -0.484 -0.430
1.039 -0.062 -0.529
1.264 1.167 2.484
1.165 -0.256 0.267
0.260 0.425 -0.395
-0.486 -0.235 -0.384
0.184 -0.097 0.226
1.061 -0.263 0.800
-0.809 -0.041 -0.069
0.281 0.371 -0.594
-0.699 0.693 -0.374
-1.136 -1.062 -0.042
-0.277 -0.198 -0.975
0.065 0.298 0.401
-0.610 0.190 -0.814
-0.093 -0.391 0.575
-1.378 1.110 2.308
2.090 0.518 -2.853
0.096 0.353 -0.101
-0.727 1.060 0.674
-0.674 0.091 0.756
-0.257 0.168 -0.349
-0.095 0.224 0.279
1.037 -0.384 -0.762
-0.422 -0.379 0.162
0.202 -0.691 0.389
-0.762 -0.678 -0.152
-0.146 -0.327 0.025
0.222 -0.175 -0.328
0.719 -0.682 0.001
0.644 0.825 -0.283
-0.468 -0.587 -0.229
1.318 0.041 -0.344
-0.677 0.131 0.279
0.140 1.437 0.399
0.281 -0.069 0.051
-0.821 -0.144 -1.081
-1.083 -0.483 0.190
0.781 -0.290 -0.475
-0.484 -0.402 0.505
-0.391 0.706 0.771
-0.042 -1.204 -0.318
0.170 -0.165 -0.103
0.043 0.029 -0.128
0.007 -0.069 0.169
0.401 0.219 0.704
0.016 0.435 0.052
0.353 -0.339 -1.150
0.031 0.147 0.556
0.470 0.957 -1.888
-0.206 -0.421 0.602
-0.088 0.947 -0.480
-0.877 -0.910 -0.363
-0.261 -0.900 -0.529
1.409 -0.046 -0.718
-2.088 0.858 0.352
-0.942 -1.185 0.964
-1.311 -0.090 -1.492
-0.129 0.042 0.491
-0.092 -0.354 0.260
-0.230 -0.435 0.729
0.640 0.139 0.238
-0.020 -0.385 0.395
0.282 0.593 0.078
0.143 -0.079 0.428
0.352 0.397 0.105
-0.117 0.422 -0.067
-0.389 0.313 0.687
0.299 -0.032 -0.354
1.894 -0.673 -0.384
0.441 0.012 0.564
0.478 -0.229 0.407
0.530 0.912 0.076
-1.019 0.419 2.347
-3.296 -1.419 0.721
1.949 -0.316 -1.322
0.660 0.411 -0.569
-0.776 -0.059 0.657
-0.266 1.621 -1.304
-0.094 -0.651 -0.693
-0.846 -0.580 1.374
-0.069 1.845 -0.432
1.027 -1.139 -1.163
0.867 0.884 -0.977
0.193 -0.202 -0.156
-0.280 0.739 0.514
0.419 0.334 0.497
-0.204 -0.012 0.219
0.242 0.209 0.319
0.305 -0.496 -0.107
0.585 -0.899 -0.361
-0.524 0.010 0.797
0.541 -0.190 0.785
-0.331 0.351 -0.474
-0.467 -0.408 -0.436
1.122 -0.636 0.290
0.141 0.189 -0.215
-2.687 -0.154 1.512
1.085 1.221 -1.554
-0.549 0.372 -0.062
-2.211 -0.798 -0.227
-0.481 -1.177 -0.817
-0.224 0.970 0.244
-0.372 0.051 2.092
-0.027 -0.279 -1.009
-1.503 -1.734 2.276
0.976 -0.603 -0.839
1.047 0.226 -0.037
-0.138 -0.651 0.192
0.606 -0.370 0.152
0.055 0.728 0.415
0.670 0.295 0.158
0.811 -0.614 -0.127
0.930 0.969 0.988
-0.671 -0.646 -0.307
0.812 -0.132 -0.316
0.427 -0.488 0.111
0.241 1.505 -1.379
0.509 0.023 0.128
-0.180 0.122 -0.587
0.779 1.168 -1.065
-0.752 -0.079 0.948
1.765 -1.393 -0.634
1.114 3.043 1.955
-2.431 -1.748 0.084
-0.712 1.663 -0.611
1.706 -1.053 0.956
0.429 1.608 0.870
1.042 -1.651 0.619
-0.435 0.360 -1.607
0.130 -0.224 -0.545
-0.385 0.046 -0.161
-0.169 0.737 -0.741
-0.135 0.373 -0.391
-0.673 -1.953 -0.449
0.195 0.280 0.603
0.378 -0.252 -0.579
0.467 0.184 -0.086
-0.220 0.267 -1.324
-0.254 -0.508 -0.299
-0.280 -0.122 0.165
0.115 -0.176 -0.456
0.135 -0.095 0.811
-0.271 0.108 0.800
-0.570 0.692 0.256
-0.252 0.125 -0.238
-1.310 1.573 0.583
-0.179 -0.761 0.045
0.994 0.092 -0.195
-2.328 -0.767 1.384
1.320 -0.111 -0.660
0.298 0.211 -1.643
0.067 -2.735 1.334
-0.747 3.019 0.344
0.612 -0.028 -0.146
-0.271 -1.121 -0.572
1.244 0.218 0.291
0.932 0.417 0.332
-0.565 -0.279 0.226
-0.231 -0.098 -0.166
-0.325 -0.184 -0.603
0.532 0.729 0.486
-0.245 0.133 -0.885
-0.139 -0.241 0.219
-0.376 0.844 0.207
0.378 -0.735 0.559
-0.150 -0.330 0.348
0.673 0.194 -0.279
0.144 -0.252 -1.014

The multiplicity is 1. The total energy is -4814.65342 Eh. The energy relative to the best compared isomer or geometry (same formula, charge and spin) comes out at 40.0 kcal per mole. The charge is 0.